# 1
DFT (ωB97M-V with the def2-TZVPD basis set) results for Br5HSi3 as an isolated structure in a non-equilibrium geometry.

Properties
max |F|: 2.14 eV/A
relative energy (zero: lowest compared OMol25 entry of this formula, charge and spin): 0.158 eV
M: 484.79 g mol⁻¹
electronic energy: -13739.27921 Ha

Positions of all 9 atoms, in Å:
Si 1.526 -0.236 -0.171
Si -0.234 -1.771 -0.021
Si -3.213 1.267 0.365
Br 3.218 -2.034 0.267
Br -1.200 -0.810 1.991
Br 1.980 0.895 -2.137
Br -1.283 2.403 0.063
Br -2.546 -0.332 -1.337
H 1.752 0.618 0.980


# 2
DFT (ωB97M-V with the def2-TZVPD basis set) results for an isolated ion of composition C31H48N2O3 and charge +2.

Properties
max |F|: 0.93 eV/A
structure (SMILES): CC[N+](C)(CC)CCCCOc1ccc2c(c1)C(=O)c1cc(OCCCC[N+](C)(CC)CC)ccc1-2
charge: +2
relative energy (zero: lowest compared OMol25 entry of this formula, charge and spin): 0.167 eV
M: 496.74 g mol⁻¹
electronic energy: -1544.78127 Ha

Positions of all 84 atoms, in Å:
C 3.590 9.228 1.653
C 2.797 8.362 2.619
H 1.830 8.834 2.798
H 3.327 8.315 3.572
N 2.528 6.961 2.174
C 1.741 6.970 0.926
H 0.890 7.641 1.018
H 2.356 7.301 0.092
H 1.383 5.965 0.710
C 3.790 6.211 1.881
C 4.775 5.969 3.029
H 5.755 5.857 2.559
H 4.845 6.839 3.682
C 4.546 4.721 3.892
H 5.411 4.620 4.549
H 3.669 4.820 4.530
C 4.416 3.418 3.105
H 5.206 3.342 2.347
O 3.139 3.383 2.484
C 2.683 2.208 1.945
C 1.369 2.249 1.460
C 0.837 1.110 0.909
C 1.575 -0.086 0.830
C 2.871 -0.116 1.296
C 3.424 1.037 1.849
H 4.442 1.002 2.203
H 3.466 -1.014 1.242
C 0.724 -1.110 0.227
C 0.943 -2.444 -0.056
C -0.086 -3.183 -0.619
C -1.327 -2.611 -0.907
C -1.552 -1.261 -0.635
C -0.523 -0.535 -0.069
C -0.518 0.897 0.330
O -1.403 1.710 0.209
H -2.489 -0.771 -0.846
O -2.254 -3.455 -1.449
C -3.550 -2.952 -1.724
C -4.412 -4.129 -2.175
H -4.410 -4.867 -1.373
H -5.434 -3.776 -2.316
C -3.875 -4.728 -3.479
C -4.606 -6.002 -3.920
H -4.805 -5.964 -4.991
H -5.571 -6.052 -3.414
N -3.898 -7.293 -3.665
C -4.739 -8.385 -4.194
H -4.314 -9.349 -3.919
H -5.748 -8.318 -3.796
H -4.796 -8.326 -5.278
C -3.652 -7.506 -2.204
C -4.891 -7.748 -1.355
H -5.627 -6.955 -1.447
H -4.577 -7.782 -0.314
H -5.364 -8.700 -1.578
H -3.117 -6.631 -1.832
H -2.992 -8.372 -2.108
C -2.561 -7.345 -4.345
C -2.533 -6.887 -5.795
H -2.723 -5.822 -5.894
H -3.227 -7.436 -6.424
H -1.534 -7.076 -6.180
H -1.863 -6.735 -3.769
H -2.220 -8.380 -4.291
H -3.991 -3.978 -4.263
H -2.806 -4.896 -3.361
H -3.985 -2.505 -0.823
H -3.501 -2.189 -2.512
H 0.055 -4.229 -0.841
H 1.889 -2.915 0.158
H 0.785 3.154 1.530
H 4.511 2.577 3.800
H 4.305 6.768 1.098
H 3.495 5.245 1.470
C 1.760 6.248 3.244
C 0.301 6.650 3.399
H -0.095 6.120 4.262
H -0.303 6.366 2.542
H 0.173 7.712 3.589
H 2.274 6.434 4.187
H 1.816 5.181 3.021
H 3.099 9.334 0.690
H 4.603 8.864 1.504
H 3.667 10.222 2.088


# 3
DFT (ωB97M-V with the def2-TZVPD basis set) results for C18H43F2N6O9S2V as an isolated structure in a non-equilibrium geometry.

Properties
max |F|: 5.41 eV/A
charge: +1
relative energy (zero: lowest compared OMol25 entry of this formula, charge and spin): 2.495 eV
M: 640.65 g mol⁻¹
electronic energy: -3657.25342 Ha
2S+1: 2

Positions of all 81 atoms, in Å:
O -0.304 -0.531 0.277
V -0.232 0.117 -1.142
N -0.874 -1.596 -2.139
S -2.342 -2.461 -2.130
O -2.368 -3.839 -1.725
O -3.266 -1.969 -3.115
F -2.877 -1.680 -0.861
S -0.344 -2.184 -3.499
O -0.758 -1.558 -4.715
O -0.189 -3.611 -3.460
F 1.145 -1.619 -3.298
C 1.185 -3.369 -0.150
C 1.379 -3.547 1.360
N 0.211 -3.123 2.123
C -1.113 -3.604 1.685
C -1.187 -5.114 1.446
C 0.344 -3.226 3.561
C -0.561 -2.288 4.367
H 0.232 -3.615 -0.609
H 1.960 -3.882 -0.722
H 1.370 -2.310 -0.363
H 1.716 -4.554 1.636
H 2.187 -2.872 1.652
H -1.366 -3.029 0.793
H -1.892 -3.317 2.387
H -0.862 -5.682 2.320
H -0.584 -5.518 0.631
H -2.219 -5.370 1.200
H 0.257 -4.263 3.922
H 1.368 -2.926 3.813
H -1.643 -2.409 4.346
H -0.164 -2.382 5.378
H -0.430 -1.274 3.973
C 0.455 2.925 0.848
O 0.146 1.968 0.143
N 0.536 2.942 2.183
C 0.787 4.177 2.883
C 0.058 1.841 3.049
H 0.660 3.890 0.355
H 1.315 3.992 3.821
H -0.100 4.706 3.256
H 1.326 4.926 2.305
H -0.617 2.353 3.735
H -0.493 1.075 2.516
H 0.926 1.449 3.572
C -2.795 2.081 -0.956
O -2.264 1.024 -1.308
N -3.323 2.302 0.236
C -3.246 1.279 1.292
C -3.643 3.658 0.708
H -2.889 2.924 -1.660
H -2.208 1.144 1.586
H -3.523 0.278 0.953
H -4.007 1.517 2.029
H -4.671 3.607 1.070
H -2.994 3.867 1.557
H -3.630 4.386 -0.097
C 0.814 1.814 -3.786
O 0.145 1.291 -2.888
N 0.369 1.956 -5.022
C 1.062 2.814 -5.989
C -1.056 1.621 -5.369
H 1.860 2.133 -3.695
H 2.130 2.818 -5.785
H 0.621 3.811 -5.973
H 0.937 2.463 -7.012
H -1.391 0.792 -4.758
H -1.605 2.552 -5.237
H -0.958 1.389 -6.426
C 3.020 0.716 -0.709
O 1.938 0.235 -1.017
N 3.588 0.621 0.494
C 4.783 1.404 0.808
C 2.960 0.106 1.680
H 3.699 1.193 -1.431
H 4.482 2.214 1.478
H 5.318 1.853 -0.024
H 5.445 0.740 1.364
H 3.255 -0.910 1.959
H 3.121 0.685 2.592
H 1.876 -0.017 1.730


# 4
DFT (ωB97M-V with the def2-TZVPD basis set) results for a 2-piece molecular cluster, C2H5B overall in a non-equilibrium geometry.

Properties
max |F|: 1.63 eV/A
relative energy (zero: lowest compared OMol25 entry of this formula, charge and spin): 1.989 eV
M: 39.87 g mol⁻¹
electronic energy: -103.81248 Ha
2S+1: 3

Positions of all 8 atoms, in Å:
B 1.188 -0.380 -0.213
C -1.340 0.012 -0.120
C -0.203 -0.666 0.151
H 2.172 -0.662 -0.732
H 1.785 2.201 0.716
H -2.307 -0.324 0.217
H -1.325 0.912 -0.708
H -0.317 -1.564 0.764


# 5
DFT (ωB97M-V with the def2-TZVPD basis set) results for C8H23GeI2N2Os as an isolated structure in a non-equilibrium geometry.

Properties
max |F|: 4.85 eV/A
charge: +3
relative energy (zero: lowest compared OMol25 entry of this formula, charge and spin): 3.810 eV
M: 663.93 g mol⁻¹
electronic energy: -3189.75441 Ha
2S+1: 5

Positions of all 37 atoms, in Å:
Os 7.697 6.250 5.919
I 8.855 8.028 3.961
C 8.770 9.553 5.386
I 8.056 8.666 7.160
H 8.155 10.467 5.071
H 9.740 9.902 5.702
N 5.719 6.675 5.079
C 4.599 5.657 5.197
C 4.955 4.240 4.648
C 6.313 3.637 4.969
N 7.372 4.608 4.444
H 5.256 7.497 5.379
H 5.785 6.722 4.067
H 3.683 5.800 4.673
H 4.428 5.471 6.226
H 4.870 4.214 3.527
H 4.084 3.712 4.923
H 6.352 2.679 4.563
H 6.471 3.623 6.067
H 7.317 4.719 3.367
H 8.247 4.105 4.540
C 6.202 8.439 10.503
Ge 7.203 6.926 11.538
C 8.887 6.677 10.563
C 7.957 8.203 12.918
C 8.867 5.126 7.002
H 5.460 9.169 10.867
H 5.802 7.990 9.591
H 7.184 8.985 10.287
H 8.768 7.266 9.604
H 9.071 5.554 10.315
H 9.553 6.996 11.312
H 8.133 9.081 12.172
H 8.899 7.967 13.425
H 7.324 8.576 13.741
H 8.848 4.948 8.126
H 9.578 4.655 6.388


# 6
DFT (ωB97M-V with the def2-TZVPD basis set) results for C6H12 as an isolated structure in a non-equilibrium geometry.

Properties
max |F|: 6.81 eV/A
relative energy (zero: lowest compared OMol25 entry of this formula, charge and spin): 3.872 eV
M: 84.16 g mol⁻¹
electronic energy: -235.67593 Ha

Positions of all 18 atoms, in Å:
C 2.168 -0.944 -0.108
C 1.498 0.378 0.099
C -0.030 0.382 -0.025
C -0.786 -0.779 0.024
C -2.245 -0.855 -0.068
C -0.533 1.750 -0.065
H 3.200 -0.794 -0.088
H 1.912 -1.694 0.989
H 1.932 -1.210 -1.225
H 1.800 0.957 -0.692
H 1.793 0.845 0.986
H -0.173 -1.649 0.158
H -2.806 -1.559 -0.837
H -2.754 -1.311 1.039
H -2.743 0.007 -0.059
H -0.172 2.382 -0.942
H -1.708 1.602 -0.178
H -0.351 2.494 0.990